(1)
Molecular formula: C27H27N5ReS2
Method: DFT, wB97M-V/def2-TZVPD

Lowest unoccupied orbital energy (spin up / spin down) = -7.174 / -7.714 eV
Charge = +2
HOMO level (spin up / spin down) = -14.073 / -14.141 eV
Multiplicity = 4
Relative energy (zero: lowest compared OMol25 entry of this formula, charge and spin) = 0.000 eV
<S²> = 3.777
Orbital gap (spin up / spin down) = 6.90 / 6.43 eV

Structure (XYZ):
```
62
Properties=species:S:1:pos:R:3:forces:R:3:lowdin_spin:R:1
Re 0.083 0.175 -0.160 -0.2 -0.4 -0.3 2.246
C 1.703 0.198 2.485 0.0 0.0 0.0 0.024
N 0.572 -0.592 1.918 0.0 0.1 -0.1 0.031
C -0.653 -0.369 2.775 0.0 0.0 0.0 0.005
C -1.572 0.668 2.171 0.0 0.0 0.0 0.017
N -1.917 0.295 0.764 0.1 0.1 0.0 0.010
C -2.711 -0.976 0.734 0.0 0.0 0.0 0.009
C -2.753 1.336 0.129 0.0 -0.1 0.1 0.018
C -3.908 1.796 0.739 0.0 0.0 -0.1 -0.001
C -4.707 2.720 0.079 0.0 0.0 0.0 0.018
C -4.359 3.167 -1.188 0.0 0.0 0.0 -0.003
C -3.209 2.699 -1.802 0.0 0.0 0.0 0.017
C -2.405 1.779 -1.137 0.0 0.0 -0.1 0.030
S -0.904 1.240 -1.911 0.2 0.0 0.3 0.204
C 0.913 -2.027 1.899 0.0 0.1 0.0 0.021
C 1.396 -2.652 3.041 0.0 0.0 0.0 0.000
C 1.678 -4.008 3.016 0.0 0.0 0.0 0.018
C 1.479 -4.740 1.852 0.0 0.0 0.0 -0.002
C 0.993 -4.119 0.715 0.0 0.0 0.0 0.017
C 0.703 -2.757 0.739 0.0 -0.1 0.0 0.028
S 0.015 -2.031 -0.722 0.0 0.4 0.1 0.176
H 1.834 -0.021 3.544 0.0 0.0 0.0 0.003
H 1.487 1.263 2.386 0.0 0.0 0.0 0.005
H 2.619 -0.055 1.956 0.0 0.0 0.0 0.001
H -0.346 -0.044 3.770 0.0 0.0 0.0 0.000
H -1.159 -1.325 2.890 0.0 0.0 0.0 0.000
H -1.110 1.660 2.147 0.0 0.0 0.0 0.004
H -2.473 0.749 2.782 0.0 0.0 0.0 0.001
H -3.601 -0.851 1.350 0.0 0.0 0.0 0.000
H -2.118 -1.810 1.094 0.0 0.0 0.0 0.002
H -3.001 -1.170 -0.295 0.0 0.0 0.0 0.000
H -4.207 1.442 1.716 0.0 0.0 0.0 0.000
H -5.606 3.082 0.557 0.0 0.0 0.0 0.001
H -4.985 3.883 -1.702 0.0 0.0 0.0 0.000
H -2.926 3.044 -2.788 0.0 0.0 0.0 0.000
H 1.546 -2.097 3.957 0.0 0.0 0.0 0.000
H 2.050 -4.491 3.908 0.0 0.0 0.0 0.001
H 1.702 -5.797 1.830 0.0 0.0 0.0 0.000
H 0.832 -4.685 -0.193 0.0 0.0 0.0 0.000
C 4.178 1.431 -1.093 0.0 0.0 0.0 -0.001
C 2.959 1.231 -0.489 0.0 0.1 0.0 0.023
N 1.997 0.473 -1.056 0.0 -0.2 0.0 0.025
C 2.228 -0.045 -2.276 0.0 -0.1 0.1 0.022
C 3.410 0.144 -2.967 0.1 0.1 0.0 0.000
C 4.418 0.864 -2.336 0.0 0.0 0.0 0.019
C 3.589 -0.449 -4.307 0.1 -0.1 0.1 0.000
C 2.830 -0.213 -5.371 -0.1 0.0 -0.2 -0.001
C 1.735 0.770 -5.487 0.1 -0.1 0.1 0.000
C 0.864 0.716 -6.563 0.0 0.0 0.0 0.000
C -0.127 1.682 -6.623 0.0 0.1 0.0 0.000
N -0.230 2.650 -5.714 0.1 -0.1 0.0 0.000
C 0.678 2.626 -4.745 -0.1 0.1 0.1 0.002
N 1.641 1.733 -4.560 -0.1 0.0 -0.1 0.001
H 4.925 2.034 -0.596 0.0 0.0 0.0 0.000
H 2.732 1.688 0.464 0.0 0.0 0.0 0.004
H 1.439 -0.641 -2.713 0.0 0.0 0.0 0.003
H 5.370 1.007 -2.830 0.0 0.0 0.0 0.001
H 4.423 -1.136 -4.409 0.0 0.0 0.0 0.000
H 3.060 -0.757 -6.280 0.0 0.0 0.0 0.000
H 0.952 -0.046 -7.324 0.0 0.0 0.0 0.000
H -0.853 1.688 -7.427 0.0 0.0 0.0 0.000
H 0.624 3.429 -4.018 0.0 0.0 0.0 0.001
```
Positions in Å, forces in eV/Å.


(2)
Molecular formula: C3H5BrClF
Method: DFT, wB97M-V/def2-TZVPD

Lowest unoccupied orbital energy = 0.464 eV
Charge = 0
HOMO level = -10.388 eV
Relative energy (zero: lowest compared OMol25 entry of this formula, charge and spin) = 0.595 eV
SMILES = FC[C@H](Cl)CBr
Orbital gap = 10.85 eV

Structure (XYZ):
```
11
Properties=species:S:1:pos:R:3:forces:R:3:nbo_charge:R:1
F 1.298 -1.224 1.129 0.6 1.1 0.4 -0.342
C 0.585 -1.051 -0.018 -1.1 0.5 -0.9 0.046
C 0.325 0.336 -0.661 2.8 2.2 3.4 -0.208
Cl 1.914 0.990 -1.296 -0.1 -0.4 -0.4 -0.097
C -0.038 1.467 0.399 -4.0 -1.4 -2.5 -0.377
Br -0.926 3.177 -0.313 1.2 -1.1 0.1 -0.049
H -0.392 -1.431 0.211 -0.7 -0.5 -0.2 0.166
H 1.078 -1.603 -0.790 0.2 -0.7 -0.5 0.181
H -0.275 0.235 -1.498 -1.5 -0.2 -1.4 0.231
H 0.846 1.634 0.895 1.5 1.0 1.5 0.222
H -0.942 1.196 0.967 1.0 -0.4 0.3 0.226
```
Positions in Å, forces in eV/Å.


(3)
Molecular formula: C3H5NO4
Method: DFT, wB97M-V/def2-TZVPD

Lowest unoccupied orbital energy = 0.121 eV
Charge = 0
HOMO level = -9.568 eV
Relative energy (zero: lowest compared OMol25 entry of this formula, charge and spin) = 3.213 eV
SMILES = O=CN(O)CC(=O)O
Orbital gap = 9.69 eV

Structure (XYZ):
```
13
Properties=species:S:1:pos:R:3:forces:R:3:nbo_charge:R:1
O -0.972 2.627 -1.083 0.3 -1.8 0.6 -0.623
C -0.343 1.787 -0.424 -0.1 0.0 -0.8 0.491
N -0.528 0.427 -0.532 -1.6 3.0 -0.3 -0.143
O -1.388 0.087 -1.564 -1.0 1.0 -0.2 -0.553
C 0.033 -0.747 -0.081 2.5 -1.0 2.0 -0.335
C 0.673 -0.812 1.348 -1.4 5.6 1.8 0.765
O 0.405 0.003 2.253 -0.3 -2.1 -2.8 -0.563
O 1.730 -1.531 1.540 1.0 -1.4 0.4 -0.629
H 0.459 2.084 0.213 0.5 0.0 0.9 0.154
H -1.842 0.966 -1.655 0.0 -0.6 -0.6 0.500
H -0.637 -1.541 -0.135 -2.1 -1.1 0.2 0.244
H 0.684 -1.060 -0.857 1.7 -0.5 -0.4 0.208
H 1.726 -2.289 0.978 0.4 -1.0 -0.9 0.483
```
Positions in Å, forces in eV/Å.


(4)
Molecular formula: C4H13NO2S
Method: DFT, wB97M-V/def2-TZVPD

Lowest unoccupied orbital energy = 0.607 eV
Charge = 0
HOMO level = -8.939 eV
Relative energy (zero: lowest compared OMol25 entry of this formula, charge and spin) = 0.000 eV
SMILES = N[C@@H](CO)CCS.O
Orbital gap = 9.55 eV

Structure (XYZ):
```
21
Properties=species:S:1:pos:R:3:forces:R:3:nbo_charge:R:1
N 0.728 -1.153 -0.451 0.8 0.5 -0.4 -0.840
C 0.813 0.323 -0.386 -0.2 -0.2 0.5 -0.091
C 2.032 0.832 -1.128 0.1 0.3 -0.4 -0.073
O 3.220 0.139 -0.768 0.0 0.3 0.2 -0.727
C -0.433 0.987 -0.912 -0.6 0.2 0.0 -0.416
C -1.774 0.605 -0.257 0.6 -0.3 0.0 -0.507
S -1.778 0.735 1.556 -0.1 0.0 0.0 -0.076
H 0.892 -1.404 -1.427 -0.3 -0.1 0.0 0.356
H 1.600 -1.456 -0.020 -0.1 -0.3 0.1 0.384
H 0.912 0.573 0.674 0.0 0.0 0.0 0.203
H 2.132 1.917 -0.997 0.1 -0.1 0.1 0.175
H 1.886 0.670 -2.201 0.0 -0.1 0.0 0.166
H 3.686 0.664 -0.106 0.0 -0.2 -0.1 0.475
H -0.350 2.071 -0.800 0.3 0.0 0.0 0.213
H -0.503 0.800 -1.987 -0.1 0.0 -0.1 0.201
H -2.107 -0.395 -0.540 0.1 0.1 0.0 0.214
H -2.508 1.316 -0.604 -0.4 0.1 -0.1 0.222
H -1.325 -0.506 1.794 0.0 0.0 0.0 0.161
O -1.178 -2.665 0.813 0.2 0.1 0.0 -0.988
H -1.991 -2.654 0.305 -0.1 -0.1 0.0 0.457
H -0.527 -2.128 0.287 -0.3 -0.2 0.2 0.492
```
Positions in Å, forces in eV/Å.